Molecular formula: C19H26BI2MnN2O4
Method: DFT, ωB97M-V/def2-TZVPD

The highest occupied orbital energy (alpha / beta) is -0.270 / -0.275 hartree. Its total charge is 0. As for the expectation value of S²: 6.047. The spin multiplicity is 5. The calculation puts the frontier orbital gap (alpha / beta) at 7.2 / 6.8 eV. The calculation puts the LUMO energy (alpha / beta) at -0.088 / -0.720 eV.

Geometry (Å):
Mn -2.80877 -0.06494 1.94044
C -4.76892 3.50929 3.00664
C -4.31395 2.30390 2.25296
O -3.81572 1.33109 2.90977
C -4.39072 2.38366 0.82673
C -3.88590 1.50862 -0.10670
C -4.48489 1.43085 -1.49433
N -2.67668 0.85987 0.08254
N -2.03656 0.67598 -1.08273
C -0.93031 -0.00521 -1.14299
O -0.23373 -0.53036 -0.11586
C -0.37832 -0.13956 -2.48275
C 0.24834 -1.33366 -2.83097
C 0.85885 -1.44160 -4.11965
C 0.64459 -0.37066 -5.05073
C -0.01579 0.77150 -4.70018
C -0.60284 0.91363 -3.42193
H -5.69200 3.18272 3.51702
H -4.99996 4.37376 2.30769
H -4.06736 3.79856 3.84070
H -4.85205 3.29926 0.51222
H -4.59417 0.40753 -1.83832
H -3.95435 1.84039 -2.34773
H -5.42266 1.96307 -1.45028
H 0.32487 -2.13883 -2.07579
H 1.55794 -2.27161 -4.39745
H 1.13791 -0.55544 -5.97417
H -0.09804 1.61140 -5.44429
H -1.03164 1.86978 -3.06091
I -0.23704 1.37720 3.13375
C -0.99713 2.16145 4.96263
I -3.27297 -2.62889 1.68680
H -2.06003 2.08286 4.98246
H -0.32067 2.42076 5.77921
C 3.32859 -3.45557 -0.20938
C 2.93058 -2.26712 0.64027
C 3.05135 -2.55043 2.16707
O 1.49430 -2.18347 0.35232
B 1.21274 -0.89485 -0.05398
O 2.23695 0.00994 -0.13874
C 3.40237 -0.81830 0.22816
C 4.09178 -0.07660 1.38846
C 4.38371 -0.88720 -0.91364
H 2.72352 -4.31143 0.07379
H 4.37962 -3.77449 0.02260
H 3.15772 -3.16217 -1.26543
H 2.44679 -3.45362 2.38352
H 2.63741 -1.69108 2.67091
H 4.04782 -2.76745 2.57642
H 3.32131 0.21774 2.14397
H 4.42457 0.90437 1.01527
H 4.93475 -0.64607 1.86354
H 3.91371 -1.37249 -1.80267
H 5.28755 -1.52432 -0.64140
H 4.76355 0.10823 -1.10486


Molecular formula: C4H4N2
Method: DFT, ωB97M-V/def2-TZVPD

The highest occupied orbital energy is -0.359 hartree. Its total charge is 0. The calculation puts the frontier orbital gap at 10.3 eV. For the energy relative to the best compared isomer or geometry (same formula, charge and spin), the calculation gives 0.225 eV. The calculation puts the LUMO energy at 0.512 eV.

Geometry (Å):
C 1.13836 0.67804 0.01577
C 1.10954 -0.69812 -0.19730
N -0.02621 -1.39099 -0.14319
C -1.13358 -0.68173 0.06288
C -1.11964 0.71170 0.08609
N 0.02103 1.39992 0.09974
H 2.08220 1.20513 0.13655
H 2.01921 -1.26087 -0.39559
H -2.04508 -1.24587 0.24241
H -2.04583 1.28280 0.09266


Molecular formula: CH4N2S2
Method: DFT, ωB97M-V/def2-TZVPD

The highest occupied orbital energy is -0.303 hartree. Its total charge is 0. The calculation puts the frontier orbital gap at 8.1 eV. For the energy relative to the best compared isomer or geometry (same formula, charge and spin), the calculation gives 1.766 eV. The calculation puts the LUMO energy at -0.164 eV.

Geometry (Å):
C -1.33157 0.32404 0.02063
N -0.44818 1.27053 0.01661
N 1.42611 -0.97085 -0.04205
S -2.92819 0.42827 0.08452
S -0.13828 -1.68879 -0.21231
H -0.69374 2.30294 0.13796
H 0.45894 0.84783 -0.33984
H 1.64116 -1.07718 0.94408
H 2.01373 -1.43680 -0.60959


Molecular formula: C2H7O2PS
Method: DFT, ωB97M-V/def2-TZVPD

The highest occupied orbital energy (alpha / beta) is -0.338 / -0.348 hartree. Its total charge is 0. The calculation puts the frontier orbital gap (alpha / beta) at 7.3 / 9.1 eV. For the energy relative to the best compared isomer or geometry (same formula, charge and spin), the calculation gives 5.376 eV. The calculation puts the LUMO energy (alpha / beta) at -1.887 / -0.355 eV.

Geometry (Å):
C 0.22555 2.33466 -1.49668
C 0.15074 -2.05280 1.18351
O 1.60606 -0.16096 0.06606
O -0.31294 0.60526 1.35212
P -1.17747 -0.40220 -1.14705
S 0.22444 -0.36191 0.45754
H 0.13540 2.27484 -0.42215
H -0.14831 3.12781 -2.10063
H 1.04320 1.71072 -1.51944
H 0.68247 -2.05882 1.99537
H -0.98764 -2.27509 1.29341
H 0.69180 -2.67824 0.55145
H -2.13332 -0.06326 -0.21349


Molecular formula: C5H5NO
Method: DFT, ωB97M-V/def2-TZVPD

The highest occupied orbital energy is -0.331 hartree. Its total charge is 0. The calculation puts the frontier orbital gap at 9.2 eV. For the energy relative to the best compared isomer or geometry (same formula, charge and spin), the calculation gives 5.981 eV. The calculation puts the LUMO energy at 0.153 eV.

Geometry (Å):
C -1.40563 0.28961 0.22973
C -0.82395 -1.05710 0.24327
C -0.66397 1.35426 -0.01732
C 0.47103 -1.38663 -0.03253
C 1.22688 0.86966 -0.31600
N 1.49830 -0.54175 -0.48753
O 1.98602 0.25478 0.65640
H -2.39236 0.24976 0.41619
H -1.61272 -1.69643 0.49962
H -0.78883 2.44181 -0.15603
H 0.96365 -2.29227 0.03060
H 1.54158 1.51430 -1.06641


Molecular formula: C21H27N2
Method: DFT, ωB97M-V/def2-TZVPD

The highest occupied orbital energy is -0.397 hartree. Its total charge is +1. The calculation puts the frontier orbital gap at 5.8 eV. For the energy relative to the best compared isomer or geometry (same formula, charge and spin), the calculation gives 0.976 eV. The calculation puts the LUMO energy at -4.996 eV.

Geometry (Å):
C 2.71037 2.66922 -1.47083
C 2.38728 1.23614 -1.37467
N 3.33005 0.28844 -1.57966
C 2.78336 -0.98367 -1.42967
C 1.41148 -0.83962 -1.08878
C 0.67203 -1.96716 -0.74172
C 1.30684 -3.21449 -0.76881
C 2.68290 -3.33043 -1.06293
C 3.44616 -2.19692 -1.37328
C 1.14459 0.60468 -1.07900
C -0.04381 1.25531 -0.72166
C -1.33658 0.70618 -1.02255
C -1.53103 -0.25416 -2.05440
C -2.76761 -0.85341 -2.21873
C -3.84486 -0.53219 -1.38514
C -5.10455 -1.31660 -1.49168
C -3.69844 0.50626 -0.45477
C -2.48477 1.15749 -0.32000
H 1.80167 3.25371 -1.63790
H 3.19504 3.00575 -0.54190
H 3.41513 2.85638 -2.29286
H 4.30722 0.48452 -1.78546
H -0.38581 -1.86517 -0.47400
H 0.73365 -4.12055 -0.53293
H 3.15890 -4.30715 -1.05884
H 4.51897 -2.20973 -1.56475
H -0.00413 2.35701 -0.66184
H -0.71945 -0.52731 -2.72895
H -2.92325 -1.61013 -2.98722
H -5.86603 -0.95281 -0.80030
H -5.51291 -1.24361 -2.50192
H -4.94539 -2.38274 -1.29268
H -4.53666 0.80161 0.17635
H -2.34990 1.98846 0.37989
C 2.40102 2.04614 2.53870
C 1.27772 1.26759 1.86774
N 0.12837 1.00807 2.65180
C -0.83978 0.00317 2.31386
C -1.56657 -0.54543 3.53749
H 3.05795 2.43856 1.74736
H 1.99758 2.88404 3.12550
H 2.98907 1.39985 3.20314
H 0.89298 1.88393 1.04817
H 1.65578 0.34554 1.38902
H 0.29324 1.07273 3.65120
H -1.58163 0.51598 1.68665
H -0.42022 -0.78560 1.65529
H -2.44325 -1.11992 3.24006
H -0.90803 -1.17520 4.13482
H -1.88470 0.29724 4.15278


Number 1: electronic energy -79492.767 eV. Number 2: electronic energy -7192.463 eV. Number 3: electronic energy -25750.724 eV. Number 4: electronic energy -26401.361 eV. Number 5: electronic energy -8797.438 eV. Number 6: electronic energy -25188.449 eV.